DFT (the ωB97M-V functional and the def2-TZVPD basis) results for C2H5Br in the gas phase at a distorted geometry.

Each line ends with the natural charge from an NBO analysis.
Geometry (Å):
C 0.796234 -0.205486 -0.261629  -0.65
C -0.619055 0.363741 0.066726  -0.69
Br -1.670253 -1.080021 0.946614  0.29
H 1.039945 -0.473186 0.823474  0.20
H 0.717426 -1.069493 -1.024166  0.21
H 1.460132 0.559383 -0.632881  0.22
H -1.181068 0.688154 -0.786571  0.20
H -0.543362 1.216908 0.868433  0.22

Cartesian forces, eV/Å:
C -1.697 -0.612 1.296
C 3.667 4.289 -1.586
Br -2.720 -3.541 2.306
H 0.836 -0.446 -1.775
H 0.313 1.157 1.525
H 0.317 0.062 -0.089
H -0.479 0.430 -0.411
H -0.238 -1.338 -1.265

* multiplicity: 3
* E_LUMO (alpha / beta): 1.0661 / -3.8634 eV
* HOMO (alpha / beta): -4.77 / -10.90 eV
* relative energy (zero: lowest compared OMol25 entry of this formula, charge and spin): 213.17 kJ/mol
* HOMO-LUMO gap (alpha / beta): 5.84 / 7.04 eV
* molar mass: 109.0 g mol⁻¹


DFT (the ωB97M-V functional and the def2-TZVPD basis) results for C4H9FO2S in the gas phase at a distorted geometry.

Each line ends with the natural charge from an NBO analysis.
Geometry (Å):
C 0.030876 -1.017880 -1.186718  -0.63
C -0.356156 -0.482553 1.303416  -0.68
C -0.715797 1.225496 -0.418631  -0.07
C 0.181514 0.039084 -0.057877  -0.28
O 2.446453 -1.245698 0.310326  -0.88
O -1.274691 1.947386 0.681434  -0.72
F 2.213970 0.801881 -1.245266  -0.55
S 1.967747 0.111405 0.342978  1.57
H 0.401962 -0.424210 -1.990631  0.23
H 0.706913 -1.951595 -1.116529  0.25
H -1.050897 -1.165528 -1.163494  0.22
H -0.193814 0.126201 2.204486  0.21
H 0.110963 -1.352119 1.513425  0.23
H -1.458707 -0.750541 1.422544  0.23
H -1.395727 1.436873 1.480031  0.48
H -0.106086 1.867993 -1.001323  0.20
H -1.508523 0.833800 -1.078174  0.18

Cartesian forces, eV/Å:
C 1.005 -0.277 1.390
C -2.407 1.125 0.366
C 0.220 -0.163 0.678
C -1.519 -1.993 2.179
O 0.070 -0.269 0.027
O 0.445 0.686 -1.040
F 0.268 -0.607 1.622
S -0.149 2.142 -2.247
H -0.293 -0.121 -1.427
H -1.478 1.497 0.226
H 0.314 -0.673 -0.712
H 0.417 0.368 -0.456
H 1.601 -3.084 0.748
H 1.119 0.486 -0.992
H 0.029 -0.460 -0.178
H 0.232 1.214 -0.550
H 0.126 0.128 0.369

* multiplicity: 1
* E_LUMO: 0.4135 eV
* HOMO: -10.20 eV
* relative energy (zero: lowest compared OMol25 entry of this formula, charge and spin): 97.74 kJ/mol
* HOMO-LUMO gap: 10.61 eV
* molar mass: 140.2 g mol⁻¹


DFT (the ωB97M-V functional and the def2-TZVPD basis) results for 2 unconnected molecules or ions with the total composition C2H2BrF at a distorted geometry.

Each line ends with the natural charge from an NBO analysis.
Geometry (Å):
C -0.796288 -0.321713 0.036628  -0.47
C 0.497524 -0.228170 -0.107785  0.20
F 0.874273 1.914148 -0.072196  -0.62
Br 2.176641 -0.732034 0.033740  0.36
H -1.429799 -1.166034 -0.013403  0.25
H -1.322351 0.533803 0.123016  0.28

Cartesian forces, eV/Å:
C 2.486 -1.467 -0.642
C -0.784 3.176 0.683
F -0.657 -3.153 -0.031
Br 0.234 -0.319 -0.221
H 0.092 -1.348 0.026
H -1.370 3.111 0.186

* multiplicity: 1
* E_LUMO: -1.1089 eV
* HOMO: -10.62 eV
* relative energy (zero: lowest compared OMol25 entry of this formula, charge and spin): 315.37 kJ/mol
* HOMO-LUMO gap: 9.51 eV
* molar mass: 124.9 g mol⁻¹